# 1
{
  "formula": "C20H64O22",
  "method": "ωB97M-V with the def2-TZVPD basis set",
  "relative_energy_kj_mol": 365.23,
  "smiles": "OCCO.OCCO.OCCO.OCCO.OCCO.OCCO.OCCO.OCCO.OCCO.OCCO.O.O",
  "gap_ev": 9.13,
  "e_tot_ev": -66812.5666,
  "elements": ["O", "H", "H", "O", "H", "H", "C", "C", "O", "O", "H", "H", "H", "H", "H", "H", "C", "C", "O", "O", "H", "H", "H", "H", "H", "H", "C", "C", "O", "O", "H", "H", "H", "H", "H", "H", "C", "C", "O", "O", "H", "H", "H", "H", "H", "H", "C", "C", "O", "O", "H", "H", "H", "H", "H", "H", "C", "C", "O", "O", "H", "H", "H", "H", "H", "H", "C", "C", "O", "O", "H", "H", "H", "H", "H", "H", "C", "C", "O", "O", "H", "H", "H", "H", "H", "H", "C", "C", "O", "O", "H", "H", "H", "H", "H", "H", "C", "C", "O", "O", "H", "H", "H", "H", "H", "H"],
  "positions_angstrom": [[0.249, 3.404, 0.234], [0.206, 2.578, -0.219], [1.076, 3.537, 0.723], [-0.129, -0.049, -0.256], [-0.299, -0.200, 0.663], [0.840, -0.123, -0.360], [-1.295, -3.597, 3.262], [-0.370, -2.441, 2.823], [-0.603, -1.517, 3.908], [-2.646, -3.112, 3.309], [-1.046, -4.115, 4.216], [-1.046, -4.313, 2.446], [-0.684, -1.989, 1.915], [0.738, -2.578, 2.765], [-1.586, -1.444, 3.931], [-3.132, -3.844, 3.644], [-0.256, -3.629, -0.737], [-1.139, -3.398, -1.902], [-0.941, -2.063, -2.443], [-0.430, -4.981, -0.265], [-0.580, -2.976, 0.134], [0.779, -3.361, -1.061], [-2.143, -3.532, -1.551], [-0.848, -4.102, -2.584], [-1.719, -1.539, -2.161], [-1.341, -4.950, 0.080], [-3.877, -1.026, -1.019], [-3.558, -0.670, 0.445], [-4.591, -1.192, 1.236], [-3.007, -0.342, -1.984], [-4.944, -0.892, -1.215], [-3.670, -2.037, -1.225], [-3.599, 0.347, 0.729], [-2.543, -1.008, 0.763], [-4.522, -2.160, 1.312], [-2.571, 0.411, -1.590], [2.834, 2.428, -1.916], [2.593, 1.955, -3.392], [2.187, 3.176, -4.092], [3.203, 1.465, -0.983], [1.950, 2.731, -1.416], [3.561, 3.194, -1.849], [1.861, 1.145, -3.449], [3.564, 1.606, -3.748], [2.633, 3.965, -3.775], [4.023, 1.757, -0.478], [-1.105, 2.128, 4.162], [-1.140, 2.293, 2.687], [-1.817, 1.208, 2.180], [-0.201, 3.063, 4.631], [-0.849, 1.122, 4.623], [-2.012, 2.419, 4.569], [-0.185, 2.004, 2.307], [-1.592, 3.281, 2.490], [-2.398, 0.781, 2.839], [-0.557, 3.927, 4.559], [3.120, -1.841, 1.517], [2.927, -3.241, 1.062], [3.451, -4.094, 2.053], [2.414, -0.951, 0.748], [4.216, -1.706, 1.388], [2.887, -1.786, 2.541], [3.361, -3.396, 0.054], [1.949, -3.418, 0.877], [4.366, -4.343, 1.946], [2.765, -0.114, 0.947], [-0.674, 1.515, -4.896], [-1.092, 1.720, -3.460], [-0.373, 2.855, -3.044], [-1.497, 2.313, -5.637], [-0.877, 0.500, -5.100], [0.367, 1.669, -5.055], [-0.740, 0.945, -2.795], [-2.157, 1.948, -3.251], [0.272, 2.862, -3.717], [-1.624, 3.161, -5.314], [2.475, -1.879, -2.425], [3.820, -1.624, -3.036], [4.592, -0.903, -2.102], [1.466, -2.019, -3.384], [2.068, -0.975, -1.995], [2.570, -2.491, -1.597], [3.647, -0.978, -3.983], [4.321, -2.465, -3.478], [4.056, -0.189, -1.938], [0.635, -2.053, -2.862], [2.204, 0.924, 3.251], [2.497, 0.285, 4.549], [1.341, 0.096, 5.205], [3.251, 1.054, 2.272], [1.711, 1.850, 3.305], [1.468, 0.335, 2.812], [3.025, 1.015, 5.200], [3.038, -0.732, 4.528], [0.726, -0.364, 4.685], [3.631, 1.881, 2.164], [-3.167, 3.165, -0.467], [-4.321, 3.115, -1.367], [-4.717, 4.530, -1.549], [-2.427, 2.035, -0.625], [-3.500, 3.319, 0.538], [-2.362, 3.888, -0.700], [-5.139, 2.530, -1.183], [-4.097, 2.742, -2.405], [-5.427, 4.574, -2.208], [-1.814, 2.006, 0.054]],
  "forces_ev_per_angstrom": [[-0.145, 1.682, 0.779], [0.520, -1.095, -0.522], [-0.398, -0.626, -0.462], [0.474, 0.593, -1.071], [-0.029, -0.048, 0.936], [-0.523, -0.259, 0.254], [1.800, -1.145, -1.820], [-0.193, 0.147, 3.266], [-0.489, 1.160, -0.344], [1.416, 0.410, -0.791], [0.237, 0.850, -0.533], [-1.143, -0.347, 0.318], [-0.506, 0.157, -1.025], [-1.064, -0.603, 0.188], [0.977, 0.057, 0.268], [-0.986, -0.694, 0.480], [0.258, 0.895, 1.901], [-0.060, 2.630, 0.925], [-0.942, -1.547, 0.688], [-0.086, 0.558, -0.173], [0.745, -0.201, -1.149], [-0.614, -0.795, 0.757], [-0.872, -0.168, -0.330], [0.233, -1.774, -2.233], [0.357, 0.599, -0.326], [0.561, -0.479, -0.127], [1.252, 2.140, -0.200], [0.160, -1.147, -0.307], [-0.512, -1.383, 0.909], [-1.161, -1.318, 0.166], [0.141, 0.518, -0.080], [0.079, -1.591, 0.186], [0.157, 1.322, -0.698], [-0.549, -0.117, -0.342], [0.063, 0.554, -0.037], [0.005, 0.804, 0.621], [-1.173, -0.467, -0.288], [1.269, 2.017, 1.729], [-0.344, -1.689, -0.395], [2.906, -1.820, 1.788], [-1.397, 1.370, -0.906], [0.667, 1.196, -0.649], [-0.165, 0.469, -0.227], [-0.119, -0.144, -0.413], [0.236, -0.247, 0.302], [-1.569, -0.759, -1.187], [1.247, -0.430, 0.914], [0.160, -1.402, 1.242], [-2.661, -2.027, -1.238], [2.381, -0.185, 1.231], [-0.029, 1.080, -1.149], [-2.512, 0.038, 0.702], [1.146, 1.662, -0.290], [0.522, -0.349, -0.630], [0.230, 0.526, -0.504], [-0.535, 1.186, -0.065], [2.305, -0.625, -1.020], [2.945, 0.051, -0.748], [-0.771, -0.612, 0.501], [-1.573, -1.174, -1.236], [-0.346, 0.481, 0.427], [-0.359, 0.158, 1.567], [0.352, 0.040, 0.554], [-3.417, -1.023, 0.112], [0.223, 0.224, -0.481], [0.695, 2.153, 0.320], [-2.109, -0.692, 1.895], [0.616, 0.040, 1.278], [-0.865, 1.206, 1.358], [-0.665, -1.550, -3.601], [-0.285, -1.256, -0.904], [1.077, 0.354, -0.091], [-0.302, -0.970, 0.063], [0.445, -0.678, -0.749], [1.879, 1.194, -0.536], [0.039, 2.358, 1.323], [-0.624, 2.813, -1.468], [-0.798, 1.926, -2.174], [2.391, -3.014, -0.858], [-0.240, -2.047, -0.506], [1.172, 1.067, 1.053], [-0.200, -2.290, 1.279], [0.076, -0.682, 1.265], [0.447, -0.726, 0.586], [-1.752, 3.006, 1.248], [-0.007, 0.308, -0.851], [1.195, 0.537, -1.599], [3.125, -0.236, 1.212], [-1.393, 0.873, 2.596], [-0.588, -3.044, 0.284], [-0.406, 1.501, 0.976], [-1.290, -1.499, -1.266], [0.472, -0.680, -0.441], [-0.065, 1.654, -0.568], [-1.585, -1.430, -1.185], [0.703, 2.504, 0.365], [1.336, 1.480, -0.074], [0.702, 3.267, -4.216], [-0.290, -0.933, 0.185], [-0.849, -3.155, -1.759], [-0.257, 0.063, 0.963], [-1.513, 1.163, -0.184], [-2.096, -1.485, 1.807], [0.746, 0.235, 0.854], [0.299, -0.119, 0.326], [1.980, -0.498, 2.078]]
}

# 2
{
  "formula": "C4H6OS",
  "method": "ωB97M-V with the def2-TZVPD basis set",
  "relative_energy_kj_mol": 155.73,
  "smiles": "C[C@H]1OC=CS1",
  "gap_ev": 8.67,
  "e_tot_ev": -17126.5158,
  "elements": ["C", "C", "C", "C", "H", "H", "H", "H", "H", "H", "O", "S"],
  "positions_angstrom": [[-0.619, 0.694, 1.411], [0.535, 0.135, 0.681], [-0.022, -1.122, -1.248], [0.387, -0.019, -1.859], [-1.488, 0.624, 0.812], [-0.581, 1.624, 1.978], [-0.806, -0.025, 2.168], [1.459, -0.136, 1.270], [-0.530, -1.987, -1.599], [0.552, 0.115, -2.922], [0.145, -1.173, 0.071], [0.966, 1.269, -0.761]],
  "forces_ev_per_angstrom": [[-0.228, -0.624, 1.434], [1.671, -0.617, -1.496], [0.251, 1.019, -0.265], [0.477, 0.484, -0.724], [-0.840, 0.448, -0.927], [0.603, 0.269, -0.698], [-0.373, -0.896, 1.105], [-1.128, 0.664, -0.420], [0.037, -0.498, -0.736], [-0.495, -0.004, 0.165], [0.027, 1.076, 2.432], [-0.001, -1.321, 0.130]]
}

# 3
{
  "formula": "C4H9NO",
  "method": "ωB97M-V with the def2-TZVPD basis set",
  "relative_energy_kj_mol": 182.76,
  "smiles": "CC/N=C\\CO",
  "gap_ev": 10.22,
  "e_tot_ev": -7830.4257,
  "elements": ["C", "N", "C", "C", "C", "O", "H", "H", "H", "H", "H", "H", "H", "H", "H"],
  "positions_angstrom": [[-2.291, -0.229, -0.403], [-0.357, 0.837, 0.418], [-0.801, -0.041, -0.659], [0.740, 0.651, 1.017], [1.882, -0.268, 0.631], [2.150, -0.287, -0.757], [-2.808, -0.726, -1.228], [-2.423, -0.818, 0.511], [-2.739, 0.753, -0.224], [-0.276, -1.005, -0.676], [-0.622, 0.430, -1.634], [0.906, 1.256, 1.914], [1.666, -1.306, 0.910], [2.762, 0.051, 1.208], [2.196, 0.628, -1.062]],
  "forces_ev_per_angstrom": [[-0.108, -0.048, -0.030], [0.372, -0.130, 0.251], [-0.060, -0.034, -0.051], [-0.173, 0.151, -0.047], [-0.030, -0.130, 0.250], [0.055, 0.228, -0.132], [0.088, 0.005, 0.076], [-0.077, 0.047, -0.156], [-0.027, -0.176, -0.120], [-0.037, 0.164, 0.012], [-0.059, 0.050, 0.217], [0.091, 0.039, -0.160], [-0.009, 0.128, 0.030], [-0.057, -0.124, -0.136], [0.029, -0.170, -0.004]]
}

# 4
{
  "formula": "C4H2N4",
  "method": "ωB97M-V with the def2-TZVPD basis set",
  "relative_energy_kj_mol": 853.18,
  "smiles": "C1=NC2=NC=NC2=N1",
  "gap_ev": 6.09,
  "e_tot_ev": -10130.9861,
  "elements": ["C", "C", "C", "C", "H", "H", "N", "N", "N", "N"],
  "positions_angstrom": [[0.428, 0.221, -1.929], [-0.708, -0.145, -0.202], [-0.349, 0.204, 1.871], [0.486, -0.767, 0.112], [1.023, 0.762, -2.881], [-0.754, 0.508, 2.935], [-0.889, 0.347, -1.584], [-1.018, 0.934, 0.984], [0.427, -0.940, 1.575], [1.565, -0.105, -0.856]],
  "forces_ev_per_angstrom": [[0.271, 3.092, -0.369], [-3.897, 8.823, -1.703], [1.151, -3.794, 3.702], [6.112, 1.717, 1.804], [-2.378, -1.792, 2.262], [1.805, -1.145, -1.550], [5.309, -1.955, 0.791], [0.709, -5.246, -6.817], [-0.454, 4.133, -0.814], [-8.628, -3.832, 2.694]]
}